(1)
14
Properties=species:S:1:pos:R:3:nbo_charge:R:1 method="wB97M-V/def2-TZVPD" smiles="C=C(C#N)/N=C(/C)O" largest_force_ev_per_a=3.8 orbital_gap_ev=7.99 e_above_lowest_kj_mol=321.2 homo_ha=-0.3045
C 2.2288 1.5192 0.3811 -0.564
C 1.1674 0.7534 0.2301 0.278
C 1.4110 -0.8260 -0.6959 0.136
N 1.8655 -1.7991 -1.1235 -0.397
N -0.1088 0.8499 0.4919 -0.612
C -0.9487 -0.1298 0.4545 0.777
C -1.9063 -0.3048 -0.6783 -0.730
O -0.9637 -1.0199 1.4445 -0.607
H 3.1429 1.3664 -0.1675 0.233
H 2.2495 2.2740 1.1538 0.227
H -1.8984 -1.3296 -1.0472 0.252
H -1.6212 0.3366 -1.5047 0.263
H -2.9049 -0.0647 -0.2985 0.250
H -1.7129 -1.6256 1.3596 0.494

***

(2)
15
Properties=species:S:1:pos:R:3:nbo_charge:R:1 method="wB97M-V/def2-TZVPD" smiles="CCNC(C)=O" largest_force_ev_per_a=2.6 orbital_gap_ev=10.44 e_above_lowest_kj_mol=98.1 homo_ha=-0.3502
C -1.0918 1.4187 -0.6865 -0.644
C -1.1771 0.1132 0.0810 -0.229
N -0.1877 0.0073 1.1749 -0.643
C 0.9531 -0.7983 1.0243 0.684
C 1.4942 -1.0417 -0.3864 -0.730
O 1.5734 -1.1870 1.9796 -0.594
H -1.1530 1.2583 -1.7657 0.213
H -0.0730 1.8101 -0.5410 0.220
H -1.7006 2.2820 -0.4234 0.218
H -2.1530 -0.1622 0.4918 0.201
H -0.9632 -0.6857 -0.6203 0.199
H -0.5615 0.4092 2.0056 0.405
H 0.8101 -0.7153 -1.1684 0.207
H 2.4579 -0.6114 -0.6501 0.250
H 1.7723 -2.0970 -0.5154 0.243

***

(3)
90
Properties=species:S:1:pos:R:3:lowdin_charge:R:1 method="wB97M-V/def2-TZVPD" smiles=CCO.CCO.CCO.CCO.CCO.CCO.CCO.CCO.CCO.CCO largest_force_ev_per_a=1.9 orbital_gap_ev=10.10 e_above_lowest_kj_mol=168.7 homo_ha=-0.3522
C 1.4364 3.0824 2.8776 -0.080
C 1.0741 3.3384 1.4295 -0.294
O 1.4420 4.7017 1.0817 -0.090
H 0.9684 2.1690 3.2612 0.070
H 0.9279 3.8410 3.4807 0.079
H 2.5091 3.0890 3.0342 0.064
H 0.0522 3.0984 1.1487 0.084
H 1.6838 2.7297 0.7493 0.097
H 2.3133 4.6626 0.6822 0.071
C 4.2403 -1.7685 -0.5592 -0.091
C 5.1251 -2.6863 -1.3683 -0.297
O 4.3943 -3.9382 -1.4526 -0.102
H 3.3049 -1.7426 -1.1283 0.051
H 4.6329 -0.7787 -0.3585 0.072
H 3.9169 -2.2855 0.3487 0.078
H 6.0938 -2.9066 -0.9105 0.109
H 5.2671 -2.3007 -2.3775 0.086
H 4.6992 -4.3707 -2.2547 0.064
C -3.9020 -2.3836 -0.4800 -0.077
C -4.6747 -1.3374 -1.2295 -0.278
O -4.9965 -0.2130 -0.3684 -0.102
H -4.4334 -2.7593 0.3916 0.080
H -2.9187 -2.0212 -0.1668 0.063
H -3.6366 -3.1893 -1.1690 0.084
H -5.6054 -1.7280 -1.6491 0.113
H -4.0784 -0.9466 -2.0621 0.114
H -5.5189 0.3833 -0.9142 0.093
C -3.5663 -2.3511 4.0483 -0.099
C -2.7284 -1.3937 4.8642 -0.308
O -1.8513 -0.6525 4.0095 -0.104
H -2.9408 -3.1069 3.5562 0.079
H -4.2105 -1.8967 3.2970 0.063
H -4.1988 -3.0012 4.6697 0.074
H -2.1856 -1.9062 5.6535 0.108
H -3.3812 -0.6482 5.3388 0.103
H -2.3383 -0.5385 3.1813 0.021
C 0.8179 -0.2748 -0.1601 -0.078
C -0.6213 0.1566 -0.3040 -0.292
O -0.6396 1.3941 -1.0587 -0.089
H 0.8613 -1.2084 0.4047 0.083
H 1.3687 0.4744 0.4058 0.056
H 1.2237 -0.4358 -1.1575 0.057
H -1.1000 0.2815 0.6683 0.094
H -1.2068 -0.5582 -0.8929 0.101
H -1.4774 1.8123 -0.8357 0.041
C 2.1753 -4.3833 -4.0902 -0.098
C 0.9968 -3.4582 -3.8553 -0.315
O -0.1936 -4.2209 -3.6450 -0.083
H 2.0823 -4.9012 -5.0608 0.073
H 2.1540 -5.2015 -3.3721 0.080
H 3.1513 -3.9094 -4.2068 0.059
H 0.8002 -2.8394 -4.7359 0.108
H 1.2119 -2.8322 -2.9926 0.101
H -0.4156 -4.6335 -4.4836 0.078
C 3.2339 -0.3397 -3.9135 -0.081
C 4.5389 0.3452 -4.2201 -0.319
O 5.4384 0.1279 -3.1338 -0.084
H 2.5196 -0.3040 -4.7349 0.080
H 2.8153 0.1362 -3.0246 0.074
H 3.3901 -1.4041 -3.7243 0.055
H 4.4297 1.4049 -4.4792 0.111
H 5.0153 -0.0624 -5.1293 0.109
H 6.1844 0.7275 -3.2163 0.084
C 2.9028 -0.4150 3.4003 -0.080
C 4.1995 0.2890 3.0094 -0.310
O 4.9694 0.4135 4.2127 -0.082
H 2.3861 0.2229 4.1160 0.070
H 3.0948 -1.4109 3.7910 0.077
H 2.2544 -0.5021 2.5244 0.055
H 3.9228 1.2710 2.6176 0.091
H 4.7280 -0.3245 2.2746 0.096
H 5.6858 1.0326 4.0493 0.076
C -3.5341 3.9262 -1.9179 -0.079
C -4.4682 4.6489 -0.9902 -0.340
O -5.7056 3.9487 -0.8817 -0.079
H -2.6710 4.5511 -2.1442 0.085
H -4.0217 3.7338 -2.8796 0.082
H -3.2382 2.9441 -1.5509 0.053
H -4.6419 5.6806 -1.3228 0.112
H -4.0095 4.7690 -0.0022 0.092
H -6.1949 4.3229 -0.1442 0.082
C -3.1332 2.7321 1.8579 -0.056
C -3.7478 1.4898 2.4739 -0.277
O -3.3172 0.3162 1.7861 -0.125
H -3.2306 3.6127 2.4944 0.085
H -3.6131 2.9780 0.9094 0.041
H -2.0869 2.5423 1.6125 0.060
H -4.8419 1.5050 2.4448 0.119
H -3.4457 1.4130 3.5194 0.106
H -3.9123 0.1714 1.0331 0.043

***

(4)
105
Properties=species:S:1:pos:R:3:mulliken_spin:R:1 method="wB97M-V/def2-TZVPD" s_squared=3.771 spin_multiplicity=4 largest_force_ev_per_a=3.5 orbital_gap_ev="6.55 / 4.12" charge=+1 e_above_lowest_kj_mol=298.7 homo_ha="-0.3468 / -0.3462"
Re -0.9383 0.5307 0.0527 2.835
C 0.7075 3.6166 0.6648 0.055
N 1.8044 3.3631 -0.2223 0.003
C 2.4255 2.0596 -0.3252 0.026
P 1.4674 0.5285 0.1031 -0.076
C 2.3664 -0.6918 -0.9006 -0.006
C 3.5502 -1.2521 -0.4242 -0.002
C 4.2018 -2.2130 -1.1749 0.002
C 3.6791 -2.6144 -2.3949 -0.002
C 2.5177 -2.0367 -2.8834 0.001
C 1.8626 -1.0690 -2.1414 -0.009
C 1.9203 0.0289 1.7936 0.015
C 1.5218 -1.2676 2.1296 0.008
C 1.7031 -1.7412 3.4125 0.000
C 2.2667 -0.9196 4.3764 0.004
C 2.6607 0.3661 4.0484 0.004
C 2.4918 0.8457 2.7589 -0.007
C 2.7520 4.3998 -0.4230 0.002
C 3.3575 4.5234 -1.6720 0.002
C 4.3411 5.4713 -1.8777 0.000
C 4.7338 6.3031 -0.8409 0.000
C 4.1198 6.1990 0.3961 0.000
C 3.1289 5.2565 0.6078 0.001
P -0.9085 2.9148 0.0197 -0.130
C -2.1445 3.7729 1.0291 -0.005
C -2.4018 5.1173 0.7619 -0.001
C -3.3671 5.7888 1.4879 0.002
C -4.0724 5.1281 2.4818 -0.001
C -3.8205 3.7907 2.7458 0.004
C -2.8606 3.1091 2.0190 0.024
C -1.2017 3.5294 -1.6588 0.020
C -0.3297 4.3347 -2.3828 -0.006
C -0.6742 4.7274 -3.6663 0.005
C -1.8764 4.3215 -4.2243 0.001
C -2.7457 3.5182 -3.5013 0.003
C -2.4101 3.1155 -2.2225 0.010
H 0.5742 4.6992 0.7599 0.000
H 0.8248 3.1788 1.6683 0.004
H 3.3493 2.0138 0.2770 -0.003
H 2.7223 1.9164 -1.3738 -0.001
H 3.9477 -0.9425 0.5325 0.001
H 5.1139 -2.6557 -0.8051 0.000
H 4.1784 -3.3809 -2.9675 0.000
H 2.1200 -2.3437 -3.8392 0.000
H 0.9578 -0.6117 -2.5184 0.004
H 1.0756 -1.8916 1.3648 0.003
H 1.3997 -2.7442 3.6674 0.000
H 2.4086 -1.2880 5.3802 0.000
H 3.0962 0.9966 4.8072 0.000
H 2.8085 1.8491 2.5169 -0.001
H 3.0546 3.8707 -2.4767 0.000
H 4.8112 5.5569 -2.8455 0.000
H 5.5214 7.0232 -0.9963 0.000
H 4.4295 6.8406 1.2072 0.000
H 2.6766 5.1588 1.5835 0.000
H -1.8558 5.6265 -0.0223 0.000
H -3.5762 6.8252 1.2724 0.000
H -4.8224 5.6602 3.0463 0.000
H -4.3799 3.2704 3.5077 0.000
H -2.6815 2.0601 2.2119 -0.037
H 0.6031 4.6610 -1.9507 -0.001
H -0.0040 5.3603 -4.2291 0.000
H -2.1409 4.6409 -5.2210 0.000
H -3.6884 3.2099 -3.9270 0.000
H -3.0916 2.4985 -1.6524 -0.009
F -4.6945 -0.7624 -0.8953 0.002
B -4.5615 0.2677 -0.0348 0.031
F -2.9958 0.3521 0.2039 0.057
F -4.8470 1.4839 -0.5552 -0.001
F -5.0655 0.0573 1.1929 0.000
F -0.4308 1.2326 3.0859 0.004
B -0.9231 0.3906 2.1830 0.036
F -1.4586 -0.6783 2.7272 0.006
C -0.5870 -6.8093 3.7708 0.000
C -0.2919 -6.4786 2.3420 0.003
C 0.6792 -7.2028 1.6587 0.000
C 0.9840 -6.9261 0.3333 0.000
C 0.3102 -5.9276 -0.3297 -0.002
C -0.6860 -5.1950 0.3324 0.004
N -1.3149 -4.1537 -0.3142 0.009
C -1.5446 -4.0393 -1.6509 0.016
C -1.7397 -5.1831 -2.4441 -0.002
C -2.0281 -5.0619 -3.7838 0.004
C -2.1727 -3.8059 -4.3663 0.002
C -2.0127 -2.6682 -3.5955 -0.001
C -1.6694 -2.7622 -2.2510 -0.009
C -1.3525 -1.5265 -1.5030 0.015
O -1.2904 -0.4199 -2.0749 0.034
O -1.0328 -1.6119 -0.2686 0.059
C -0.9959 -5.4691 1.6803 -0.006
C -2.0861 -4.7321 2.3882 -0.001
H 0.1170 -7.5507 4.1394 0.000
H -1.5919 -7.2205 3.8675 0.000
H -0.5270 -5.9224 4.4006 0.000
H 1.2006 -7.9966 2.1695 0.000
H 1.7594 -7.4812 -0.1697 0.000
H 0.5707 -5.6590 -1.3420 0.000
H -1.4471 -3.2837 0.2092 -0.008
H -1.7116 -6.1553 -1.9761 0.000
H -2.1675 -5.9520 -4.3797 0.000
H -2.4113 -3.7264 -5.4149 0.000
H -2.1422 -1.6859 -4.0275 0.000
H -2.6680 -4.0999 1.7237 0.000
H -1.6714 -4.1075 3.1805 0.000
H -2.7663 -5.4425 2.8572 0.000